# 1
A structure of composition C29H55B3Cl22FNO6 at a distorted geometry. Source: the Open Molecules 2025 dataset; level of theory: wB97M-V/def2-TZVPD.

XYZ file:
```
117
Properties=species:S:1:pos:R:3:forces:R:3
C -3.1808 -0.9757 -5.6300 0.006 0.059 -0.061
H -4.4070 -7.4078 1.9502 0.009 -0.007 -0.100
O -0.7791 -4.5953 -0.6564 0.389 1.151 -0.394
C -4.3741 -0.8340 0.4121 -0.043 0.597 0.290
H -1.9778 -7.8132 2.5345 -0.057 -0.017 0.002
H -0.4773 6.3701 -3.2684 0.043 -0.011 -0.043
F -0.5645 -0.1029 -1.9273 -0.253 0.171 -0.397
Cl 3.6954 -0.9217 2.7600 -0.166 -0.056 -0.006
Cl -2.4532 2.0428 -1.2529 -0.082 0.026 -0.004
C -3.8793 -2.4042 -1.1913 -0.001 -0.766 -0.980
H 4.0914 9.6442 -1.4231 0.039 -0.039 -0.059
H 0.8213 -0.6163 1.4428 0.107 -0.285 0.081
C 1.2372 -4.4454 1.5454 0.105 0.434 1.225
Cl -4.0153 -5.8166 -8.3625 0.009 0.016 -0.017
H -2.8762 4.0659 -3.2641 0.065 0.001 0.064
H -4.3842 -2.4150 -6.6542 0.066 -0.043 0.025
H -3.7062 -5.5638 -5.5081 0.059 -0.024 -0.041
H -5.6177 -6.5571 -6.8192 0.020 0.050 0.027
C 5.5567 -4.2444 5.4152 -0.051 -0.115 0.037
H -3.6739 -6.1125 2.8980 0.061 0.036 -0.023
C 1.2532 0.2936 -0.4930 0.023 -0.334 0.217
H -0.9062 8.8577 -3.1559 0.012 -0.054 0.031
H -4.3703 -0.6104 1.4822 0.524 -0.182 0.177
B -1.4773 -3.3918 -0.8593 -0.941 -0.864 0.190
H 0.6888 1.1139 1.4304 0.073 0.197 0.069
H -4.6284 2.9246 -1.0229 0.070 0.034 0.034
Cl -0.9457 6.0559 -5.5584 0.018 -0.026 -0.008
C -1.0849 6.9038 -3.9945 -0.072 -0.012 0.073
C -8.6458 2.1042 1.6628 -0.068 -0.016 -0.085
Cl -3.1203 5.3755 -1.3145 0.026 0.037 0.013
B 0.5450 -4.2496 -0.5365 0.656 -1.623 0.059
H 6.0409 -4.3361 6.3841 0.013 0.092 -0.001
H 3.6231 7.6124 0.0094 -0.029 0.031 -0.057
Cl 6.4349 9.6857 -1.1737 0.006 -0.008 -0.028
H 5.1012 -1.3481 0.9176 -0.070 0.037 -0.011
Cl 4.6955 6.8661 -1.9387 -0.031 -0.025 -0.029
H 6.9908 5.8458 -1.0309 -0.019 -0.012 0.014
H -0.5658 0.1308 0.6899 -0.141 0.107 -0.084
C -0.6828 8.3524 -4.0940 -0.072 0.061 0.052
C 0.6801 -0.6258 -1.5546 0.056 -0.498 0.329
C 0.5067 0.2260 0.8362 -0.061 -0.114 0.052
H -6.7084 1.1876 1.4126 0.030 0.024 0.010
H -9.2351 1.2424 1.3538 0.052 -0.037 0.007
Cl -3.1833 0.0216 -4.1537 0.059 -0.066 0.036
Cl 4.5310 -2.3541 11.4606 -0.009 0.000 0.027
H 8.5750 5.0692 -0.9464 0.042 -0.012 0.083
C -3.9362 2.8224 -1.8562 -0.119 -0.057 0.096
H -2.2380 -1.5163 -5.6649 -0.011 -0.019 0.056
Cl -2.2199 -8.2176 0.2390 0.009 0.025 -0.028
Cl -8.5726 2.0719 3.4437 -0.005 0.024 0.014
H 6.4674 0.7749 1.0291 0.008 -0.045 -0.018
Cl -2.1017 -7.2382 -5.9278 0.017 0.021 -0.015
O 1.1284 -3.9102 2.5808 0.207 -0.504 -0.407
H 5.3613 7.4197 0.2577 0.064 0.020 -0.062
H 3.9765 -1.8521 9.2397 0.069 0.002 0.016
Cl 8.0689 2.8812 0.8848 0.109 0.104 0.023
H 6.1156 4.1852 0.6534 0.041 -0.010 0.053
H 4.5872 9.8253 0.2620 0.031 -0.047 0.034
C 4.0471 -1.2522 10.1448 -0.079 -0.029 -0.104
H -4.5533 4.5371 -2.9730 -0.032 -0.005 0.063
H -3.2189 -0.2936 -6.4776 -0.058 -0.010 -0.006
C -2.8297 -3.4264 -1.6458 -0.080 0.156 0.896
C 5.4829 0.7017 1.4804 0.156 -0.001 0.038
C -4.5814 -6.8317 -7.0092 -0.115 -0.066 0.053
H 5.6229 -5.2045 4.9057 -0.053 0.029 -0.045
C -7.2778 2.0314 1.0351 -0.023 -0.067 -0.065
H -4.5536 -7.8692 -7.3323 0.082 0.020 -0.051
O -0.8516 -2.2526 -0.3872 -0.054 -0.121 -0.796
O -3.5261 -1.7777 0.0477 -0.058 -0.400 0.248
O -5.1099 -0.2468 -0.3249 -0.695 0.227 -0.466
H 6.0496 -0.5255 9.8130 0.003 -0.015 0.076
H 2.3082 0.0396 -0.3453 -0.223 0.207 -0.097
C -3.6509 -6.6270 1.9386 0.011 -0.044 0.161
O 1.1147 -3.2225 -1.2781 -0.339 0.049 0.553
Cl 1.0649 8.5485 -4.3868 0.021 0.008 -0.013
H -4.2198 -7.1516 -4.9283 -0.016 -0.035 -0.036
C -3.7647 -6.6179 -5.7616 -0.038 -0.014 0.085
H -4.8193 -2.9285 -1.0313 -0.181 0.037 0.140
H 3.6566 -3.6372 4.5894 0.019 0.116 -0.055
H 5.4686 1.3248 2.3709 -0.066 0.007 -0.008
C 4.6039 7.8039 -0.4228 -0.058 -0.031 0.156
H 1.1560 1.3102 -0.8634 0.312 0.158 -0.280
B 0.3462 -2.0920 -1.0562 0.255 0.719 0.099
H -7.3723 1.9221 -0.0434 -0.020 -0.011 -0.002
C -3.6494 4.1520 -2.5034 -0.069 -0.030 -0.162
Cl 4.3384 1.4151 0.3026 0.192 0.007 0.163
Cl 5.0588 1.0104 11.3019 0.025 -0.001 0.017
Cl 6.4849 -3.0747 4.4440 0.108 0.023 0.010
Cl -4.1071 -5.4335 0.6975 -0.120 -0.011 0.090
C -2.2741 -7.1898 1.6922 0.083 -0.008 0.100
H 6.6245 3.4598 -0.8713 0.027 0.010 -0.013
H -9.1735 3.0068 1.3649 0.044 0.045 0.062
C -4.3568 -1.9169 -5.6858 -0.067 0.017 -0.258
H -4.3766 2.1456 -2.5873 0.041 0.022 -0.040
H 3.0583 -0.8651 10.3779 0.033 0.028 0.091
H -3.2487 -4.4286 -1.5229 0.234 0.025 -0.232
H -1.5371 -6.3988 1.5706 -0.040 0.013 -0.099
H -2.1263 6.8322 -3.6876 -0.003 0.051 -0.002
H 4.7756 0.4283 9.0487 -0.052 -0.010 0.010
Cl -4.2449 -3.1942 -4.4426 -0.309 0.111 -0.345
Cl 3.9204 -2.3792 6.5611 -0.004 0.055 -0.048
H 3.5513 -4.6346 6.0411 0.053 0.003 0.044
C 4.1120 -3.8379 5.5545 -0.081 -0.166 -0.006
H -2.6440 -3.2848 -2.7170 0.299 -0.019 0.390
C 5.1897 -0.7367 1.8128 0.038 -0.028 -0.088
C 4.7772 9.2812 -0.6616 -0.057 0.078 0.037
C 5.0415 -0.1392 9.9391 0.008 0.018 -0.111
Cl -6.3241 3.5114 1.3230 0.030 0.009 0.006
N 1.3449 -4.9905 0.4724 -0.274 0.574 -0.684
H 5.9970 -1.1368 2.4236 0.010 0.057 0.018
C 6.9722 3.9905 0.0130 -0.121 0.017 -0.114
Cl 8.0662 6.2917 1.0058 0.004 0.004 0.025
H 1.2979 -0.6650 -2.4495 0.173 0.220 -0.126
H -5.2986 -1.3935 -5.5427 0.025 0.007 0.113
C 7.6583 5.2666 -0.3965 0.013 0.010 -0.105
H -4.0679 -1.7098 -1.9978 0.144 0.590 0.210
H -1.2163 8.8594 -4.8939 0.053 -0.036 -0.056
```
Positions in Å, forces in eV/Å.

Properties
- Kohn-Sham gap: 10.653 eV
- Maximum force: 0.0341 Eh/bohr
- Multiplicity: 1
- Charge: 0

Here are the Mulliken charges for atoms 1 to 2, given in e: -0.748, 0.354

=====

# 2
A structure of composition C29H55BBiCl2N3O6Si at a distorted geometry. Source: the Open Molecules 2025 dataset; level of theory: wB97M-V/def2-TZVPD.

XYZ file:
```
98
Properties=species:S:1:pos:R:3:forces:R:3
H 1.7726 3.0102 -8.0547 -0.384 -0.408 0.156
O 0.2337 -0.6694 -3.9291 0.047 -0.180 -0.248
C -2.6815 -0.6497 -4.2676 -0.211 0.141 -0.327
C -0.9688 1.9283 -3.7257 -0.166 0.258 0.006
H -1.3628 -5.0284 -0.4340 -0.022 0.251 -0.146
H 2.4548 -3.5784 -4.1905 -0.024 0.183 0.171
C -0.7111 0.6426 -7.9173 0.352 -0.127 0.243
C 2.0713 2.2056 5.9778 0.179 0.402 0.154
O 0.9507 0.4784 4.7650 1.037 -0.154 1.484
C 3.3530 0.3747 4.6387 0.577 0.040 -0.210
N -1.8336 3.8645 -0.5752 0.068 0.698 -0.579
C 1.5091 1.5466 -6.4768 -0.075 -0.472 -0.108
C -2.0618 0.2025 5.0983 -0.489 -0.039 -2.445
H 4.7421 -0.6886 5.9428 -0.121 -0.118 -0.087
H -0.2214 5.1966 -0.6977 -0.249 0.037 -0.213
H 2.9202 2.4560 6.6321 -0.198 0.051 -0.198
H -3.6438 4.6186 -1.2305 -0.057 -0.081 0.105
H 5.0255 1.2393 3.6042 -0.243 0.025 0.161
H -1.6098 0.3078 -8.4351 0.300 0.101 -0.047
C 2.4586 -3.6038 -6.8055 0.241 -0.542 -0.431
C -0.3011 -0.0357 -6.7657 0.050 0.257 -0.246
H 1.6000 -1.6435 -7.2797 -0.058 -0.151 0.395
O 2.7550 0.0429 3.3650 0.363 -0.067 0.703
H -2.1913 -0.1393 -1.1268 0.246 -0.080 -0.089
H 3.7717 2.4247 4.0533 0.203 -0.239 -0.040
H 2.0876 2.8597 5.0951 -0.017 -0.273 0.299
H 1.0510 0.1947 7.3697 0.167 -0.082 -0.121
Cl 1.1118 -0.5404 0.4436 0.841 -0.199 -0.490
H -2.6594 -1.7435 -4.1790 0.041 0.167 0.023
H -1.1006 -1.5019 -1.5703 -0.132 0.371 -0.011
C -2.5557 0.6571 7.4419 -0.044 -0.040 -0.081
C -1.5361 -2.8913 2.0275 -0.745 2.019 -1.089
H 2.3541 1.8850 -5.8681 -0.242 -0.019 -0.332
C 2.4754 -2.4978 -4.0111 -0.084 -0.158 0.310
H -1.5070 -5.3729 2.9578 0.138 0.177 -0.234
H -1.5150 -2.9350 3.1260 -0.021 -0.245 -0.368
H -4.3554 2.1403 5.7485 -0.075 -0.139 -0.075
C 1.9357 -2.2576 -6.4393 0.141 0.679 0.649
H 0.0578 -5.4580 2.0892 -0.330 0.092 -0.067
H -0.6174 2.1898 -4.7424 -0.271 -0.235 0.493
C 1.9247 -1.7582 -5.1908 -0.440 -0.077 -1.052
Si -1.1732 0.0766 -3.4259 0.525 -0.336 -0.255
H 2.1174 -4.4059 -6.1326 0.091 0.288 -0.181
H -3.5683 -0.2970 -3.7222 0.097 -0.079 -0.094
N -1.3046 -3.9876 1.3436 0.010 -1.124 -0.186
C -1.4240 -3.9828 -0.1236 0.186 0.041 0.082
H 3.5555 -1.7643 5.1263 0.071 0.327 0.060
H 1.8798 -1.1957 6.6182 0.026 0.417 -0.002
C -3.2592 3.6721 -0.8499 0.232 -0.046 -0.050
H -1.1004 -0.2073 5.4666 -0.355 0.318 -0.261
H 2.0756 0.1417 -4.3247 -0.172 0.252 -0.022
H -0.8088 -0.9410 -6.4339 0.004 0.295 -0.064
H -0.3998 0.0599 -1.1698 -0.537 -0.267 -0.022
C -1.1297 4.9544 -1.2634 0.041 -0.188 0.023
H -0.1825 2.1430 -9.3673 -0.068 0.087 0.156
H -3.4142 2.9053 -1.6196 0.024 0.047 0.271
C 4.1705 -0.8592 5.0214 0.096 -0.162 0.299
H -1.9367 2.4308 -3.5597 0.293 0.002 -0.015
B 1.4904 -0.2697 3.7469 -2.367 0.920 -2.374
O -1.7858 -1.7812 1.4262 -0.568 -4.915 1.392
H -2.3884 -3.5603 -0.4357 0.292 -0.017 0.166
C 1.9645 -0.1217 6.8494 0.296 -0.259 0.119
C 1.1678 2.1711 -7.6834 -0.123 -0.214 0.196
H 3.5222 -2.2327 -3.7984 -0.220 0.072 -0.137
O -2.3573 0.2480 3.8639 0.323 -0.382 2.927
H 3.5585 -3.6430 -6.8339 -0.215 0.045 0.109
Cl 0.8513 -1.9244 3.4454 0.226 -1.446 0.526
H -4.4701 0.7398 4.6390 0.040 0.063 0.088
H 2.8044 0.0168 7.5416 -0.090 -0.035 -0.090
C 4.3071 1.5282 4.3819 0.155 0.277 0.098
H -3.7807 3.3943 0.0720 0.141 -0.042 -0.269
C -4.2653 1.0516 5.6608 0.271 0.108 0.263
C 1.2881 -0.4142 -4.8550 -0.129 0.327 0.192
C -1.2685 -0.4170 -1.6499 0.102 0.364 -0.306
C -1.0246 -5.2869 1.9765 0.067 0.234 -0.043
H 1.1507 2.4294 6.5310 0.114 -0.198 -0.103
C -1.1439 2.9660 0.1051 -1.322 -2.104 0.783
H 4.8709 1.7721 5.2890 -0.045 0.026 -0.085
C 2.1231 0.7357 5.5974 -0.346 0.272 -0.099
H -1.5541 0.2205 7.5827 -0.400 0.194 -0.106
H -0.6106 -3.4148 -0.5969 -0.232 -0.091 0.265
C 0.8128 0.4038 -6.0512 0.356 -0.118 -0.060
Bi -0.8740 0.1855 1.8674 1.467 1.683 0.749
H -3.2869 0.0719 8.0220 0.248 0.142 -0.163
H -2.5563 1.6885 7.8352 0.029 -0.346 -0.203
O -1.6901 1.8934 0.5381 1.147 4.234 -1.507
H 2.1247 -3.8458 -7.8210 0.043 -0.132 0.199
H -4.9679 0.5804 6.3561 0.037 0.077 -0.129
H -0.0828 3.2039 0.2739 -0.184 -0.189 0.003
H -1.7800 5.8312 -1.3256 0.166 -0.108 0.163
H -2.8193 -0.3985 -5.3265 0.049 -0.005 0.202
C 0.0620 1.7000 -8.4073 0.128 0.060 0.245
H 4.8804 -1.0599 4.2080 -0.172 0.125 0.207
H -0.2332 2.3304 -3.0071 -0.240 -0.115 -0.179
N -2.9138 0.6349 6.0227 -0.098 -0.060 0.803
H 1.8862 -2.2563 -3.1170 0.177 -0.171 -0.159
H -1.4431 -6.0522 1.3164 0.114 0.005 0.308
H -0.8484 4.6661 -2.2869 -0.093 0.021 0.251
```
Positions in Å, forces in eV/Å.

Properties
- Kohn-Sham gap: 4.130 eV
- Maximum force: 0.1000 Eh/bohr
- Multiplicity: 1
- Charge: 0

Here are the Mulliken charges for atoms 1 to 2, given in e: 0.377, -0.127